Entry 1:
{
  "formula": "C33H44N2O9S",
  "method": "ωB97M-V with the def2-TZVPD basis set",
  "homo_lumo_gap_ev": 8.88,
  "lumo_ev": 0.1,
  "charge": 0,
  "energy_ha": -2468.31587,
  "homo_energy_ev": -8.8,
  "elements": ["C", "C", "O", "O", "C", "C", "C", "C", "C", "C", "C", "C", "C", "C", "C", "O", "C", "C", "O", "O", "S", "O", "O", "O", "C", "C", "O", "C", "C", "C", "C", "C", "C", "H", "H", "H", "H", "H", "H", "H", "H", "H", "H", "H", "H", "H", "H", "H", "H", "H", "H", "H", "H", "H", "H", "H", "H", "H", "H", "H", "H", "H", "H", "H", "H", "H", "H", "N", "C", "C", "C", "C", "C", "H", "H", "H", "H", "H", "N", "C", "C", "C", "C", "C", "H", "H", "H", "H", "H"],
  "coordinates": [[-1.427, -2.415, 1.620], [-1.358, -2.322, 0.023], [-1.506, -3.407, -0.613], [-1.100, -1.134, -0.722], [-2.124, -0.125, -0.478], [-1.426, 1.344, -0.556], [-0.943, 1.686, 0.958], [0.477, 0.934, 1.170], [1.461, 1.789, 2.114], [2.654, 2.544, 1.343], [2.858, 4.084, 1.778], [1.526, 4.973, 1.594], [1.274, 5.508, 0.097], [1.024, 4.346, -0.997], [2.262, 4.093, -1.985], [1.870, 3.379, -3.188], [2.299, 2.025, -3.177], [1.227, 0.892, -3.626], [3.448, 1.615, -2.891], [3.791, 4.713, 0.806], [4.291, 6.087, 1.694], [3.828, 7.432, 1.225], [5.787, 6.128, 1.791], [3.843, 5.666, 3.294], [3.710, 4.223, 3.146], [3.322, 3.313, 4.403], [4.066, 3.605, 5.606], [5.242, 2.810, 5.725], [5.854, 2.622, 7.166], [7.160, 1.797, 7.372], [7.935, 1.128, 6.207], [7.319, 1.275, 4.779], [5.995, 2.102, 4.571], [-0.426, -2.140, 2.116], [-2.198, -1.672, 2.055], [-1.799, -3.461, 1.913], [-2.659, -0.239, 0.531], [-2.914, -0.174, -1.305], [-0.506, 1.232, -1.242], [-2.149, 2.150, -0.917], [-0.768, 2.823, 1.056], [-1.708, 1.335, 1.730], [0.998, 0.639, 0.198], [0.228, -0.032, 1.758], [0.815, 2.455, 2.779], [1.967, 1.027, 2.826], [3.645, 2.005, 1.612], [2.508, 2.391, 0.223], [0.573, 4.383, 1.885], [1.504, 5.908, 2.277], [0.286, 6.111, 0.140], [2.064, 6.273, -0.259], [0.147, 4.707, -1.662], [0.646, 3.405, -0.469], [2.628, 5.135, -2.336], [3.137, 3.633, -1.415], [0.163, 1.145, -3.307], [1.537, -0.155, -3.284], [1.283, 0.871, -4.782], [4.769, 3.933, 2.773], [3.340, 2.192, 4.117], [2.213, 3.532, 4.650], [5.300, 3.109, 8.046], [7.592, 1.663, 8.432], [8.902, 0.538, 6.301], [7.827, 0.803, 3.865], [5.613, 2.153, 3.502], [-5.211, -6.793, -2.993], [-4.662, -6.111, -1.974], [-3.437, -5.468, -2.046], [-2.729, -5.536, -3.237], [-3.270, -6.236, -4.306], [-4.505, -6.841, -4.136], [-5.251, -6.089, -1.063], [-3.045, -4.930, -1.193], [-1.765, -5.047, -3.331], [-2.745, -6.309, -5.250], [-4.970, -7.396, -4.944], [-8.469, -8.745, -4.360], [-9.631, -8.787, -5.032], [-10.025, -7.830, -5.953], [-9.172, -6.762, -6.195], [-7.965, -6.692, -5.514], [-7.661, -7.702, -4.614], [-10.265, -9.639, -4.806], [-10.974, -7.916, -6.468], [-9.445, -5.992, -6.908], [-7.276, -5.873, -5.678], [-6.726, -7.693, -4.059]],
  "lowdin_charge": [-0.005, -0.370, 0.036, -0.069, -0.174, -0.148, -0.183, -0.182, -0.188, -0.078, -0.362, -0.110, -0.167, -0.147, -0.177, -0.054, -0.399, 0.001, 0.048, -0.196, 0.824, -0.265, -0.283, -0.168, -0.238, -0.117, -0.084, -0.177, 0.007, -0.075, -0.083, -0.054, -0.013, 0.087, 0.083, 0.101, 0.115, 0.134, 0.088, 0.118, 0.089, 0.113, 0.116, 0.095, 0.107, 0.110, 0.136, 0.103, 0.108, 0.134, 0.125, 0.109, 0.128, 0.083, 0.149, 0.113, 0.066, 0.096, 0.099, 0.144, 0.133, 0.153, 0.101, 0.092, 0.084, 0.092, 0.074, 0.044, -0.133, -0.068, -0.070, -0.068, -0.155, 0.104, 0.073, 0.108, 0.102, 0.097, 0.059, -0.160, -0.086, -0.089, -0.074, -0.155, 0.099, 0.097, 0.102, 0.099, 0.046]
}

=====

Entry 2:
{
  "formula": "C33H45BN4O3Ru",
  "method": "ωB97M-V with the def2-TZVPD basis set",
  "homo_lumo_gap_ev": [8.01, 6.81],
  "e_above_lowest_kcal_mol": 5.46,
  "lumo_ev": [-2.2, -4.4],
  "charge": 1,
  "energy_ha": -1848.75340,
  "homo_energy_ev": [-10.2, -11.2],
  "multiplicity": 6,
  "elements": ["Ru", "C", "C", "C", "C", "C", "C", "C", "C", "C", "C", "C", "C", "C", "C", "C", "C", "C", "H", "H", "H", "H", "H", "H", "H", "H", "H", "H", "H", "H", "H", "H", "H", "H", "H", "H", "H", "H", "H", "H", "H", "H", "H", "H", "H", "H", "H", "C", "N", "C", "C", "N", "C", "H", "H", "H", "H", "H", "H", "O", "B", "O", "C", "C", "C", "C", "C", "C", "H", "H", "H", "H", "N", "C", "O", "C", "C", "C", "C", "N", "C", "H", "H", "H", "H", "H", "H"],
  "coordinates": [[0.367, -0.254, -0.056], [0.566, -2.638, -0.658], [-0.376, -2.162, -1.596], [0.293, -1.113, -2.359], [1.640, -1.081, -1.898], [1.825, -2.003, -0.845], [3.108, -2.352, -0.125], [4.253, -1.468, -0.614], [2.926, -2.195, 1.386], [3.443, -3.821, -0.423], [-0.198, -0.096, -3.406], [1.008, 0.623, -4.029], [-0.983, -0.730, -4.555], [-1.063, 0.991, -2.751], [-1.739, -2.838, -1.773], [-2.928, -1.859, -1.834], [-1.678, -3.688, -3.056], [-2.003, -3.837, -0.634], [0.379, -3.419, 0.061], [2.406, -0.434, -2.283], [4.050, -0.406, -0.472], [4.450, -1.626, -1.677], [5.168, -1.710, -0.072], [2.610, -1.187, 1.680], [3.866, -2.405, 1.900], [2.181, -2.899, 1.768], [3.582, -3.993, -1.492], [2.653, -4.486, -0.071], [4.366, -4.104, 0.086], [1.722, -0.075, -4.469], [1.540, 1.241, -3.302], [0.650, 1.283, -4.821], [-0.384, -1.471, -5.088], [-1.249, 0.054, -5.267], [-1.905, -1.202, -4.234], [-0.547, 1.469, -1.906], [-2.021, 0.616, -2.399], [-1.270, 1.788, -3.470], [-3.251, -1.648, -2.853], [-2.709, -0.907, -1.357], [-3.787, -2.283, -1.312], [-1.479, -3.107, -3.952], [-2.633, -4.199, -3.195], [-0.902, -4.451, -2.972], [-2.058, -3.365, 0.345], [-1.252, -4.627, -0.599], [-2.963, -4.319, -0.821], [2.577, 5.243, -0.654], [2.599, 3.824, -0.319], [3.371, 3.216, 0.641], [3.041, 1.898, 0.609], [2.086, 1.681, -0.364], [1.845, 2.865, -0.886], [3.588, 5.594, -0.846], [2.131, 5.817, 0.155], [1.985, 5.375, -1.556], [4.072, 3.769, 1.241], [3.420, 1.105, 1.230], [1.145, 3.081, -1.678], [-0.965, 1.940, 2.126], [-0.028, 1.037, 1.653], [0.807, 0.597, 2.719], [0.288, 1.193, 3.851], [0.701, 1.050, 5.155], [-0.029, 1.758, 6.115], [-1.102, 2.566, 5.757], [-1.496, 2.708, 4.424], [-0.773, 1.998, 3.498], [1.561, 0.448, 5.418], [0.251, 1.679, 7.157], [-1.642, 3.100, 6.527], [-2.325, 3.339, 4.136], [-0.127, -2.694, 5.193], [-1.350, -3.072, 4.733], [-1.989, -3.998, 5.179], [-1.877, -2.246, 3.594], [-3.212, -1.868, 3.564], [-3.662, -1.089, 2.515], [-2.766, -0.738, 1.516], [-1.501, -1.155, 1.507], [-1.061, -1.880, 2.540], [0.233, -3.181, 5.997], [0.213, -1.766, 4.997], [-3.873, -2.177, 4.363], [-4.684, -0.742, 2.462], [-3.070, -0.101, 0.697], [-0.018, -2.179, 2.518]],
  "mulliken_spin": [3.592, 0.145, 0.130, 0.095, 0.082, 0.153, -0.062, 0.027, 0.075, 0.020, -0.083, 0.024, 0.008, 0.196, -0.009, -0.003, 0.029, -0.002, 0.029, 0.006, -0.002, 0.001, -0.001, -0.009, 0.004, 0.009, 0.003, 0.000, 0.003, -0.001, -0.001, -0.001, 0.002, 0.001, 0.001, -0.057, 0.022, 0.008, 0.004, 0.023, 0.001, -0.007, 0.002, 0.004, 0.005, 0.000, 0.000, 0.000, 0.006, 0.020, 0.046, 0.060, 0.026, 0.000, 0.001, 0.000, 0.000, -0.015, 0.008, -0.023, 0.441, -0.093, -0.028, 0.005, 0.000, 0.001, -0.001, 0.025, 0.000, 0.000, 0.000, 0.001, 0.000, -0.002, 0.001, 0.015, -0.003, 0.019, 0.070, -0.056, 0.049, 0.000, 0.000, 0.000, 0.000, 0.000, -0.030]
}

=====

Entry 3:
{
  "formula": "C33H46BCoF4I2N3O3SSb",
  "method": "ωB97M-V with the def2-TZVPD basis set",
  "homo_lumo_gap_ev": [6.99, 6.95],
  "e_above_lowest_kcal_mol": 0.00,
  "lumo_ev": [2.0, 2.0],
  "charge": -1,
  "energy_ha": -4716.35191,
  "homo_energy_ev": [-5.0, -4.9],
  "multiplicity": 2,
  "elements": ["Co", "O", "C", "C", "C", "C", "C", "C", "C", "N", "C", "C", "N", "H", "H", "H", "H", "H", "H", "H", "I", "C", "C", "C", "I", "C", "C", "C", "C", "N", "C", "C", "O", "H", "H", "H", "H", "F", "B", "F", "F", "F", "C", "C", "C", "S", "O", "C", "C", "C", "H", "H", "H", "H", "H", "H", "H", "H", "H", "H", "H", "H", "H", "H", "C", "C", "C", "Sb", "C", "C", "C", "C", "C", "C", "H", "H", "H", "H", "H", "H", "H", "H", "H", "H", "H", "H", "H", "H", "H", "H", "H", "H", "H", "H", "H"],
  "coordinates": [[-0.780, -0.071, -0.696], [-0.493, 1.357, 0.513], [-1.388, 2.154, 1.028], [-0.963, 3.332, 1.682], [-1.850, 4.176, 2.309], [-3.218, 3.895, 2.324], [-3.659, 2.764, 1.669], [-2.780, 1.903, 1.012], [-3.299, 0.754, 0.282], [-2.620, -0.320, -0.090], [-3.492, -1.130, -0.792], [-4.713, -0.548, -0.820], [-4.581, 0.636, -0.121], [0.098, 3.551, 1.675], [-1.477, 5.068, 2.800], [-3.916, 4.548, 2.830], [-4.719, 2.529, 1.680], [-3.153, -2.046, -1.243], [-5.638, -0.845, -1.279], [-5.226, 1.405, -0.141], [-0.881, -4.385, -3.555], [0.422, -2.766, -3.487], [1.504, -2.703, -4.387], [2.378, -1.650, -4.381], [3.959, -1.651, -5.741], [2.207, -0.583, -3.457], [2.986, 0.596, -3.374], [2.673, 1.558, -2.458], [1.590, 1.362, -1.580], [0.874, 0.269, -1.626], [1.141, -0.685, -2.556], [0.206, -1.780, -2.539], [-0.728, -1.759, -1.649], [1.634, -3.505, -5.101], [3.818, 0.731, -4.052], [3.243, 2.475, -2.395], [1.290, 2.096, -0.843], [-2.512, 2.241, -4.154], [-2.133, 2.306, -2.818], [-1.667, 0.996, -2.416], [-3.230, 2.641, -2.007], [-1.081, 3.206, -2.623], [-0.842, -3.330, 4.814], [-1.430, -4.040, 3.597], [-1.835, -3.089, 2.475], [-0.499, -2.509, 1.411], [0.678, -2.214, 2.296], [-0.123, -4.083, 0.550], [1.368, -4.393, 0.593], [2.175, -3.482, -0.328], [-0.540, -4.053, 5.573], [-1.582, -2.662, 5.263], [0.023, -2.734, 4.533], [-2.324, -4.593, 3.902], [-0.721, -4.783, 3.220], [-2.290, -2.180, 2.879], [-2.554, -3.534, 1.782], [-0.453, -3.915, -0.476], [-0.728, -4.879, 0.985], [1.499, -5.437, 0.297], [1.729, -4.293, 1.618], [1.859, -3.599, -1.368], [3.241, -3.712, -0.269], [2.047, -2.433, -0.050], [3.877, -1.937, 3.208], [4.187, -0.536, 2.675], [5.156, 0.167, 3.622], [2.296, 0.419, 2.083], [1.350, 0.333, 4.039], [1.927, 1.142, 5.196], [-0.151, 0.587, 3.913], [3.022, 2.469, 1.812], [4.203, 2.419, 0.841], [3.319, 3.358, 3.012], [4.781, -2.558, 3.225], [3.119, -2.453, 2.616], [3.505, -1.883, 4.235], [4.680, -0.653, 1.703], [4.763, 0.191, 4.640], [5.381, 1.193, 3.334], [6.109, -0.376, 3.667], [1.489, -0.732, 4.245], [1.659, 2.196, 5.110], [3.012, 1.084, 5.267], [1.512, 0.784, 6.146], [-0.364, 1.635, 3.690], [-0.663, 0.342, 4.852], [-0.597, -0.010, 3.116], [2.180, 2.910, 1.268], [5.115, 2.067, 1.326], [4.417, 3.415, 0.437], [4.012, 1.755, -0.006], [4.091, 2.933, 3.658], [2.431, 3.520, 3.623], [3.674, 4.344, 2.684]],
  "mulliken_spin": [0.952, 0.057, 0.005, -0.002, 0.000, 0.002, 0.002, -0.007, -0.005, -0.029, 0.010, 0.002, 0.000, 0.000, 0.000, 0.000, 0.000, -0.001, 0.000, 0.000, 0.000, 0.000, 0.000, -0.001, 0.000, -0.006, 0.001, -0.002, 0.013, -0.049, 0.033, -0.025, -0.009, 0.000, 0.000, 0.000, -0.006, 0.000, 0.012, 0.018, 0.000, -0.001, 0.000, 0.000, 0.007, 0.000, 0.004, 0.002, 0.000, -0.002, 0.000, 0.000, 0.000, 0.000, 0.000, 0.000, 0.001, -0.001, 0.001, 0.000, 0.000, 0.000, 0.000, 0.000, 0.000, 0.000, 0.000, 0.021, 0.000, 0.000, 0.003, 0.001, 0.000, 0.000, 0.000, 0.000, 0.000, 0.000, 0.000, 0.000, 0.000, 0.000, 0.000, 0.000, 0.000, 0.000, 0.000, -0.001, 0.001, 0.000, 0.000, 0.000, 0.000, 0.000, 0.000]
}